Formula: C28H58IN3O13P
Source: the OMol25 dataset
Level of theory: ωB97M-V/def2-TZVPD

Summary:
frontier orbital gap = 0.2486 Eh
charge = +1
LUMO level = -4.32 eV

Last column: Mulliken charge in e.
Geometry (Å):
O -1.52429 1.33738 3.21961  -0.43
P 0.04492 1.86933 2.75465  0.14
I 1.27527 -0.24799 2.37897  0.17
N -0.04085 2.82149 1.25442  0.13
C -0.67655 2.37609 0.14136  -0.21
N 0.02485 2.10158 -1.11609  -0.09
C 0.13706 0.60872 -1.19068  0.25
C -1.11565 -0.21353 -0.69957  -0.14
C -2.25552 0.59568 0.03937  -0.36
N -2.08898 2.08466 0.09600  0.02
H -2.04938 2.14261 3.43525  0.29
H 0.43749 3.73453 1.18793  0.23
H 0.97893 2.48287 -0.99177  0.18
H 1.07284 0.24530 -0.66174  0.15
H 0.30004 0.34989 -2.30020  -0.25
H -0.73791 -1.00811 0.02865  -0.14
H -1.57513 -0.77128 -1.56870  0.36
H -3.23076 0.39660 -0.52062  0.42
H -2.41852 0.15431 1.07964  0.22
H -2.52846 2.48798 0.95202  0.15
O -2.33685 -5.75719 0.68393  -0.56
C -1.78708 -5.36623 1.68594  0.74
O -0.86609 -4.39281 1.60687  -0.41
C -0.28232 -3.73567 2.74066  0.67
C 0.88265 -4.52967 3.29703  -1.07
C -2.06580 -6.01356 3.01435  -0.99
H -1.03970 -3.51296 3.49673  0.39
H 0.08255 -2.77324 2.37540  -0.80
H 0.56625 -5.51011 3.65720  0.33
H 1.35382 -3.99435 4.12394  0.37
H 1.62996 -4.70388 2.51992  0.32
H -1.46945 -6.92210 3.09944  0.26
H -3.12409 -6.27356 3.05799  0.32
H -1.87351 -5.36787 3.86883  0.35
O -3.96430 3.86883 1.30719  -0.63
C -3.84898 4.65567 2.22256  0.82
O -3.38590 4.23492 3.40987  -0.32
C -3.04810 5.10899 4.50364  -0.34
C -4.27424 5.46392 5.31939  -1.12
C -4.29376 6.08169 2.06535  -1.19
H -2.50923 5.98977 4.14725  0.38
H -2.34912 4.55292 5.13210  0.34
H -5.01088 6.00678 4.72454  0.29
H -3.99982 6.08202 6.17589  0.38
H -4.76519 4.55816 5.68164  0.33
H -5.37191 6.13671 2.21718  0.31
H -4.05694 6.40921 1.05228  0.32
H -3.79333 6.77586 2.73676  0.41
O 4.77084 -2.99838 3.29856  -0.56
C 5.43707 -2.00703 3.11581  0.59
O 6.67413 -1.92536 3.62247  -0.38
C 7.60302 -0.87464 3.31952  -0.40
C 7.36597 0.33661 4.19903  -0.89
C 4.85705 -0.82531 2.38812  -0.59
H 7.58478 -0.63203 2.25415  0.37
H 8.59576 -1.27853 3.52687  0.30
H 6.37425 0.76417 4.03803  0.22
H 8.11090 1.10908 3.99859  0.35
H 7.42303 0.05750 5.25330  0.30
H 4.25807 -0.23925 3.08480  0.09
H 4.21749 -1.19400 1.58447  0.28
H 5.60113 -0.18622 1.91690  0.28
O 2.89355 4.94964 2.08932  -0.58
C 3.14312 5.04772 0.90797  0.75
O 4.17300 4.37279 0.38287  -0.35
C 4.44889 4.28290 -1.02509  -0.20
C 5.23522 5.48489 -1.50713  -1.06
C 2.35404 5.98620 0.03391  -1.02
H 3.52910 4.12513 -1.59470  0.17
H 5.05267 3.38330 -1.15886  0.38
H 4.67526 6.41269 -1.37517  0.28
H 5.48597 5.38123 -2.56433  0.37
H 6.15919 5.58866 -0.93454  0.31
H 2.74605 6.99620 0.15188  0.32
H 1.31056 5.96755 0.35490  0.31
H 2.35507 5.71392 -1.01981  0.35
O -6.13212 -7.68921 -5.38431  -0.56
C -5.58230 -7.30775 -4.37997  0.72
O -4.65576 -6.33817 -4.44824  -0.37
C -4.07422 -5.69677 -3.30523  -0.45
C -2.91707 -6.50254 -2.75166  -0.75
C -5.86701 -7.96344 -3.05623  -0.88
H -4.83415 -5.47922 -2.55070  0.37
H -3.70234 -4.73149 -3.65614  0.29
H -3.24012 -7.48544 -2.40440  0.25
H -2.44882 -5.97882 -1.91576  0.23
H -2.16621 -6.67196 -3.52705  0.31
H -5.27538 -8.87550 -2.97640  0.23
H -6.92670 -8.21841 -3.01671  0.30
H -5.67321 -7.32481 -2.19659  0.32
O 1.71942 0.94399 -4.29406  -0.60
C 0.90471 0.60583 -5.12464  0.80
O 1.07282 -0.53718 -5.79868  -0.36
C 0.08873 -1.11323 -6.67235  -0.36
C 0.16328 -0.50498 -8.05813  -0.96
C -0.25688 1.49917 -5.46439  -0.98
H -0.91030 -1.04426 -6.23499  0.32
H 0.32507 -2.17709 -6.73544  0.32
H -0.04875 0.56580 -8.04057  0.28
H -0.55110 -0.98674 -8.72821  0.36
H 1.16751 -0.62215 -8.47087  0.30
H 0.07494 2.26133 -6.16953  0.29
H -0.60234 1.98295 -4.54909  0.26
H -1.11492 0.97024 -5.87383  0.36



Formula: C28H58O8
Source: the OMol25 dataset
Level of theory: ωB97M-V/def2-TZVPD

Summary:
structure (SMILES) = C1CCOC1.C1CCOC1.C1CCOC1.C1CCOC1.C1CCOC1.C1CCOC1.C1CCOC1.O
frontier orbital gap = 0.3664 Eh
LUMO level = 0.55 eV

Last column: Mulliken charge in e.
Geometry (Å):
C 0.85682 -3.93494 -0.44397  0.83
C 0.23576 -4.47956 -1.77660  -0.11
C 1.28101 -5.54567 -2.16318  -0.63
O 2.54056 -4.96930 -1.86095  -0.50
C 2.32935 -4.25147 -0.61463  -0.32
H 0.50187 -4.37754 0.46913  0.36
H 0.68686 -2.85882 -0.26698  -0.95
H 0.38495 -3.65409 -2.56443  -0.15
H -0.77622 -4.87510 -1.72879  0.46
H 1.29825 -5.82310 -3.22293  0.39
H 1.10948 -6.52442 -1.65089  0.25
H 2.95640 -3.38435 -0.66001  0.17
H 2.70577 -4.84397 0.22182  0.18
C -2.32418 -1.73539 -2.86944  -0.05
C -2.39483 -1.59924 -4.36740  -0.69
C -0.90409 -1.45071 -4.79627  -0.69
O -0.15796 -1.12246 -3.59822  -0.45
C -1.10794 -0.86339 -2.56577  0.57
H -2.08405 -2.74418 -2.54821  0.11
H -3.25594 -1.48893 -2.37739  0.39
H -2.93376 -0.66820 -4.70155  0.26
H -2.78490 -2.47997 -4.88743  0.35
H -0.71593 -0.77039 -5.61062  0.32
H -0.58895 -2.39613 -5.12483  0.37
H -1.38512 0.20078 -2.62294  0.09
H -0.70874 -1.07266 -1.59024  -0.49
C -1.05357 0.74094 4.73254  1.52
C -0.69418 2.16456 5.09026  -0.70
C -0.27785 2.14655 6.56142  -0.55
O 0.16735 0.79395 6.82105  -0.43
C -0.69489 -0.01792 6.01276  -0.72
H -0.49797 0.45689 3.81330  -1.40
H -2.11143 0.60737 4.57898  0.30
H -1.53942 2.82733 4.92636  0.36
H 0.14811 2.52545 4.51246  0.33
H -1.16496 2.26733 7.14984  0.30
H 0.49711 2.86680 6.85930  0.35
H -1.53057 -0.33275 6.63421  0.32
H -0.12745 -0.84948 5.59162  0.29
C -1.94858 -0.39093 1.07374  -0.39
C -1.08226 0.84388 1.04062  1.67
C -2.09986 1.95372 1.12784  -0.42
O -3.31950 1.49748 0.56852  -0.58
C -3.15465 0.12637 0.25430  -0.36
H -2.28028 -0.63923 2.07993  0.47
H -1.49942 -1.24389 0.64044  0.28
H -0.56337 0.87245 0.10354  -1.31
H -0.38053 0.82515 1.87631  0.13
H -1.81434 2.87580 0.66549  0.37
H -2.30599 2.12312 2.20042  -0.12
H -3.07857 0.02746 -0.82084  -0.18
H -4.02322 -0.40794 0.65865  0.44
C 1.69421 1.31522 -1.63423  1.10
C 2.79039 0.34639 -1.08344  -0.12
C 4.17708 0.84636 -1.66004  -0.57
O 3.93744 2.20965 -1.92861  -0.47
C 2.62751 2.32979 -2.40435  -0.31
H 1.20614 1.88456 -0.83568  0.07
H 0.99531 0.84827 -2.32811  -0.77
H 2.51248 -0.67353 -1.33204  0.07
H 2.82599 0.46494 -0.00912  -0.09
H 4.44466 0.25828 -2.51927  0.34
H 4.90170 0.75099 -0.85849  0.36
H 2.62422 2.05824 -3.44673  0.41
H 2.37228 3.38827 -2.25617  -0.11
C 1.90355 -1.13468 3.46649  -0.21
C 3.35105 -1.39931 2.95368  -0.55
C 3.20206 -2.82736 2.45510  -0.56
O 1.87293 -2.90193 1.91937  -0.35
C 1.05435 -1.85867 2.44256  0.63
H 1.64859 -0.05338 3.48811  0.10
H 1.83427 -1.55950 4.47310  0.21
H 4.15738 -1.29163 3.69996  0.41
H 3.55252 -0.71749 2.12134  0.09
H 3.31892 -3.54394 3.30350  0.25
H 3.97537 -3.05237 1.73481  0.41
H 0.13770 -2.23728 2.84727  0.34
H 0.89735 -1.21083 1.54801  -0.69
C -0.47328 4.91817 -4.11488  -0.66
C -1.72494 4.03117 -3.92889  -0.73
C -1.28101 3.16808 -2.73207  0.59
O -0.27188 3.90834 -2.03410  -0.41
C -0.09378 5.19538 -2.67929  -0.52
H -0.67354 5.78567 -4.69728  0.45
H 0.36832 4.36515 -4.56557  0.23
H -1.83658 3.45011 -4.82602  0.34
H -2.64327 4.60968 -3.75245  0.31
H -0.87755 2.23340 -3.07167  -0.38
H -2.04572 2.92575 -1.97226  0.09
H 0.94561 5.46560 -2.56556  0.35
H -0.77377 5.95123 -2.31837  0.30
O -5.23248 1.39223 2.99940  -0.66
H -4.79625 2.23552 3.18098  0.29
H -4.93949 1.17821 2.09066  0.38



Formula: C28H59IN2O7S
Source: the OMol25 dataset
Level of theory: ωB97M-V/def2-TZVPD

Summary:
structure (SMILES) = CCCCCCCCCCCC[C@H](I)OC(=O)CCCCSc1nnco1.CCO.CCO.CCO.CCO
energy above the lowest of the compared OMol25 structures with the same formula, charge and spin = 0.0 kJ/mol
frontier orbital gap = 0.3600 Eh
LUMO level = 0.43 eV

Last column: Mulliken charge in e.
Geometry (Å):
C -3.20918 -1.35270 4.01228  -1.10
C -3.24750 -2.52363 5.00096  -0.05
C -2.57954 -3.78193 4.44586  -0.93
C -1.10895 -3.61552 4.02471  -0.54
C -0.21111 -2.93372 5.05846  -0.58
C 1.15266 -2.49148 4.51478  -0.92
C 1.09022 -1.54532 3.29428  -0.35
C 1.90877 -0.24092 3.43643  -0.46
C 1.12542 1.05088 3.11197  -0.84
C 1.96167 2.09510 2.36790  -1.08
C 2.07266 1.83907 0.85627  -0.34
C 2.21968 3.13131 0.03842  -0.67
C 2.99067 2.90464 -1.26438  -0.85
I 5.08290 3.37738 -0.99431  0.06
O 2.37438 3.56665 -2.35418  -0.32
C 2.93859 4.69205 -2.92332  0.12
O 2.78545 5.77177 -2.44245  -0.55
C 3.61277 4.41773 -4.23773  -0.34
C 2.58823 4.32946 -5.37746  -0.47
C 3.27716 4.32275 -6.75289  -0.98
C 2.50966 3.52527 -7.81361  -0.24
S 2.69640 1.77175 -7.41359  -0.20
C 2.08713 1.00786 -8.84879  0.35
N 0.96508 1.15735 -9.46316  -0.10
N 0.98837 0.28321 -10.54352  -0.53
C 2.11226 -0.33528 -10.46555  0.07
O 2.87557 0.06348 -9.43618  -0.19
H -2.23137 -0.86689 3.97580  0.08
H -3.93647 -0.58514 4.29212  0.43
H -3.47186 -1.69161 3.00578  0.30
H -4.28929 -2.76553 5.21831  0.32
H -2.79897 -2.23041 5.95344  0.16
H -3.14230 -4.07371 3.55079  0.34
H -2.68624 -4.60700 5.15714  0.34
H -0.69875 -4.61359 3.83675  0.41
H -1.07883 -3.08659 3.06770  0.28
H -0.03217 -3.65916 5.86182  0.33
H -0.70726 -2.08071 5.52876  0.29
H 1.69983 -1.98190 5.31219  0.48
H 1.73589 -3.38340 4.26571  0.39
H 1.45284 -2.08164 2.41396  0.31
H 0.05031 -1.27857 3.08759  0.03
H 2.29134 -0.16224 4.45595  0.37
H 2.77408 -0.28428 2.76785  0.27
H 0.76178 1.49584 4.04240  0.32
H 0.24034 0.80494 2.51782  0.41
H 1.54367 3.09380 2.52855  0.51
H 2.96682 2.11227 2.80249  0.30
H 2.92692 1.18853 0.64113  0.42
H 1.17052 1.31058 0.53387  0.26
H 2.73251 3.87671 0.65211  0.45
H 1.24933 3.54972 -0.22840  0.35
H 3.02147 1.84735 -1.52588  0.70
H 4.15772 3.47247 -4.17421  0.34
H 4.32359 5.22581 -4.41567  0.39
H 1.91180 5.18584 -5.31342  0.42
H 1.98760 3.42342 -5.25700  0.32
H 3.40311 5.34407 -7.11475  0.44
H 4.27629 3.88331 -6.64368  0.40
H 2.91990 3.73333 -8.80198  0.51
H 1.45457 3.79855 -7.82576  0.01
H 2.48603 -1.11171 -11.11392  0.42
C -2.70971 5.70914 -8.10207  -1.07
C -1.46051 5.35769 -8.88623  -0.28
O -0.63944 4.41271 -8.20357  -0.48
H -2.44477 6.10627 -7.12192  0.28
H -3.30477 6.45397 -8.63189  0.35
H -3.33234 4.82452 -7.95044  0.33
H -0.83556 6.23896 -9.02601  0.29
H -1.72428 4.97382 -9.87677  0.27
H -1.14919 3.60454 -8.08419  0.24
C -4.49125 -4.17644 10.01120  -1.06
C -4.02323 -3.51909 8.72779  -0.17
O -4.70592 -4.02234 7.58338  -0.48
H -4.35009 -5.25687 9.95332  0.27
H -3.93796 -3.79792 10.87203  0.37
H -5.55400 -3.98862 10.17823  0.24
H -2.96721 -3.72095 8.54870  0.27
H -4.14887 -2.43210 8.79106  0.27
H -5.64607 -3.85478 7.70223  0.28
C -8.54576 -7.17424 10.59571  -1.05
C -7.58620 -6.30445 11.38481  -0.14
O -7.76259 -4.91628 11.11591  -0.49
H -8.42663 -6.99731 9.52657  0.28
H -8.36842 -8.23150 10.79640  0.32
H -9.58119 -6.94869 10.86175  0.33
H -6.55580 -6.52416 11.10805  0.23
H -7.69142 -6.49538 12.45804  0.26
H -8.66019 -4.67401 11.36279  0.29
C 6.98388 0.71799 -9.48140  -0.90
C 6.84873 -0.38270 -8.44583  -0.23
O 6.59747 0.12846 -7.14222  -0.50
H 7.78463 1.40395 -9.20379  0.28
H 7.20370 0.30460 -10.46698  0.32
H 6.05630 1.29190 -9.55276  0.22
H 7.77491 -0.95067 -8.36565  0.32
H 6.05377 -1.07863 -8.73733  0.22
H 5.77585 0.62892 -7.18544  0.27



Formula: C28H59NO18PS4
Source: the OMol25 dataset
Level of theory: ωB97M-V/def2-TZVPD

Summary:
frontier orbital gap = 0.3664 Eh
charge = +1
LUMO level = -2.00 eV

Last column: Mulliken charge in e.
Geometry (Å):
C 5.46215 1.45046 0.65015  -0.61
C 6.95511 1.68954 0.87975  -0.66
C 7.72073 2.20979 -0.34523  -1.17
C 7.49933 1.43707 -1.65096  -0.22
C 8.49843 0.29628 -1.85034  -0.62
C 8.47753 -0.34069 -3.25094  -0.78
C 7.09418 -0.44633 -3.88746  -0.99
C 6.25342 -1.54904 -3.25812  0.71
C 4.85687 -1.66295 -3.85452  -0.74
C 4.07333 -2.91132 -3.44427  -0.77
C 4.12365 -3.26757 -1.96418  -0.98
N 3.48137 -2.21078 -1.09287  0.57
C 1.98421 -2.18642 -1.25643  -1.32
C 1.40496 -0.76379 -1.24276  -0.07
C 0.31796 -0.52870 -2.31515  -1.16
C -1.10604 -0.50324 -1.74802  -0.80
C -1.54129 0.87283 -1.24123  -0.57
O -2.91604 1.05070 -1.59904  -0.32
C -3.41812 2.29250 -1.27271  0.62
C -4.56838 2.23407 -0.31412  -0.82
O -2.94220 3.27023 -1.71862  -0.52
P 4.01212 -2.57287 0.66671  -0.06
C 5.66238 -1.78351 0.60014  -0.19
C 3.07083 -1.32955 1.60301  -0.87
H 5.27968 0.57989 0.00861  -0.19
H 4.95042 1.26621 1.59892  0.40
H 4.99104 2.31835 0.17984  0.43
H 7.42714 0.77038 1.24603  0.30
H 7.06398 2.42381 1.68333  0.40
H 8.79104 2.16032 -0.10881  0.26
H 7.49293 3.27089 -0.49100  0.45
H 6.48047 1.03452 -1.67103  0.21
H 7.57757 2.12540 -2.49708  0.56
H 9.50279 0.69585 -1.67366  0.43
H 8.34307 -0.46722 -1.07539  0.34
H 8.90283 -1.34892 -3.18290  0.40
H 9.14473 0.22656 -3.90262  0.09
H 7.19357 -0.64490 -4.96025  0.45
H 6.55721 0.50349 -3.80455  0.26
H 6.78807 -2.50456 -3.34265  0.42
H 6.17377 -1.33875 -2.18424  -0.78
H 4.94180 -1.66282 -4.94527  0.53
H 4.28530 -0.75668 -3.60811  0.24
H 3.03125 -2.79425 -3.75639  0.34
H 4.44835 -3.78489 -3.98581  0.47
H 5.14969 -3.39128 -1.60887  0.55
H 3.59176 -4.19872 -1.76052  0.40
H 3.83680 -1.30624 -1.41221  0.07
H 1.75772 -2.67282 -2.20407  0.50
H 1.56877 -2.81943 -0.46713  0.52
H 0.97209 -0.54489 -0.26583  0.35
H 2.21531 -0.03623 -1.37403  0.32
H 0.51672 0.42463 -2.81182  0.50
H 0.38433 -1.29320 -3.09477  0.46
H -1.81814 -0.79917 -2.52069  0.41
H -1.20521 -1.23934 -0.94321  0.36
H -1.45989 0.94522 -0.14988  0.30
H -0.94574 1.67190 -1.69317  0.36
H -4.29027 2.79662 0.58038  0.31
H -5.44510 2.72240 -0.74306  0.36
H -4.80820 1.21339 -0.03160  0.17
H 5.84913 -1.25110 -0.33216  -0.52
H 6.41749 -2.56575 0.69946  0.42
H 5.77198 -1.07439 1.42241  0.54
H 2.01593 -1.34807 1.34212  0.36
H 3.14267 -1.67729 2.63943  0.41
H 3.45213 -0.30846 1.54552  0.18
C -7.73003 -1.13229 1.43200  -0.18
C -8.22103 -0.71062 2.80218  -0.27
O -7.01775 -0.69891 3.59971  -0.30
S -5.78144 -0.23842 2.72032  1.13
O -5.53101 1.14980 2.89277  -0.54
O -4.72887 -1.17627 2.89652  -0.58
O -6.46839 -0.44146 1.30019  -0.29
H -7.54916 -2.20607 1.38099  0.29
H -8.38480 -0.82042 0.62494  0.29
H -8.91702 -1.41411 3.24859  0.23
H -8.65011 0.29231 2.79380  0.23
C -14.17171 -0.48964 1.95286  -0.25
C -13.38622 0.80023 2.10000  -0.33
O -12.11731 0.35535 2.62515  -0.29
S -11.75356 -1.07219 2.03685  1.07
O -10.84305 -0.94464 0.95029  -0.56
O -11.42313 -1.91618 3.13214  -0.49
O -13.18355 -1.42967 1.47022  -0.30
H -14.56302 -0.84617 2.90595  0.24
H -14.96587 -0.42808 1.21542  0.30
H -13.82268 1.49218 2.81340  0.32
H -13.22003 1.29383 1.14230  0.28
C 10.93492 3.95771 -2.22295  -0.31
C 11.70144 4.80237 -3.22353  -0.43
O 11.80824 3.94103 -4.36914  -0.30
S 10.50450 3.04421 -4.51212  1.10
O 9.58546 3.62661 -5.42127  -0.57
O 10.91182 1.69249 -4.66151  -0.57
O 9.95196 3.28622 -3.03030  -0.16
H 11.57253 3.21261 -1.74516  0.27
H 10.41531 4.54587 -1.47175  0.33
H 12.70517 5.05476 -2.89552  0.31
H 11.15656 5.70504 -3.50193  0.31
C -12.01298 -2.06255 6.77767  -0.16
C -11.65496 -0.59133 6.86783  -0.25
O -12.86775 0.06935 6.47672  -0.30
S -14.13609 -0.76708 6.96480  1.09
O -14.63959 -0.24400 8.18180  -0.54
O -14.98857 -0.93940 5.84140  -0.52
O -13.35631 -2.12011 7.28541  -0.33
H -12.01677 -2.40943 5.74317  0.17
H -11.37687 -2.69757 7.38728  0.32
H -10.87260 -0.29887 6.17331  0.24
H -11.38907 -0.29360 7.88309  0.29